Entry from the Open Molecules 2025 dataset: 2 unconnected molecules or ions with the total composition C9H8N2O3 at a distorted geometry (ωB97M-V/def2-TZVPD).

## Properties
LUMO level	0.636	eV
E_tot	-682.9351	hartree
energy relative to the best compared isomer or geometry (same formula, charge and spin)	0.233	eV
gap between HOMO and LUMO	9.21	eV
SMILES	O=C1CC(n2cccc2)=CO1.N=C=O

Structure (ORCA input):
```
! RIJCOSX wB97M-V def2-TZVPD def2/J DEFGRID3
* xyz 0 1
O -3.11271 -1.95328 0.19953
C -2.13710 -1.37612 -0.21191
C -0.74654 -1.46268 0.40228
C -0.03205 -0.44101 -0.43483
N 1.22430 0.00360 -0.21971
C 1.90884 0.97596 -0.90756
C 3.20018 1.05223 -0.50047
C 3.33360 0.10449 0.56194
C 2.12758 -0.57313 0.67396
C -0.95267 0.12286 -1.21527
O -2.14304 -0.58942 -1.32065
H -0.90841 -1.14178 1.37757
H -0.40237 -2.58278 0.16490
H 1.44882 1.54827 -1.61236
H 3.77785 1.79097 -1.00338
H 4.26983 -0.01081 1.12226
H 1.71211 -1.31725 1.21393
H -0.85081 1.02996 -1.77687
N -2.91362 0.77822 1.47825
C -2.80861 1.67140 0.71191
O -2.54831 2.45685 -0.07788
H -3.44688 -0.08656 1.37438
*
```

Here are the Löwdin charges for atoms 1 to 2, given in e:
1 O 0.109
2 C -0.492